Entry from the Open Molecules 2025 dataset: 11 unconnected molecules or ions with the total composition C25H78N8O11 in a non-equilibrium geometry (ωB97M-V/def2-TZVPD).

Geometry (Å):
C: -21.81 -1.30 9.22
O: -20.53 -1.83 8.91
C: -19.56 -0.82 8.63
C: -18.32 -1.37 7.94
C: -17.58 -2.37 8.82
N: -17.45 -0.26 7.65
H: -22.41 -2.09 9.66
H: -22.32 -0.85 8.37
H: -21.67 -0.56 10.01
H: -20.08 -0.13 7.96
H: -19.25 -0.23 9.49
H: -18.70 -1.84 7.03
H: -18.15 -3.16 9.31
H: -16.81 -2.08 9.53
H: -17.05 -3.05 8.15
H: -17.94 0.19 6.88
H: -16.61 -0.62 7.21
C: -15.32 -6.53 16.09
O: -15.14 -7.29 17.29
C: -15.77 -8.57 17.12
C: -15.41 -9.49 18.36
C: -13.92 -9.64 18.66
N: -16.02 -10.79 18.25
H: -16.38 -6.28 15.99
H: -14.98 -7.23 15.32
H: -14.80 -5.58 16.04
H: -16.84 -8.47 16.98
H: -15.37 -9.07 16.24
H: -15.90 -8.99 19.19
H: -13.78 -10.25 19.55
H: -13.37 -8.74 18.93
H: -13.40 -10.10 17.82
H: -15.87 -11.20 19.16
H: -17.01 -10.67 18.11
C: -18.89 -1.21 12.34
O: -19.10 -2.43 13.07
C: -19.14 -3.68 12.36
C: -19.44 -4.79 13.42
C: -18.30 -5.05 14.33
N: -19.85 -5.94 12.72
H: -17.92 -1.14 11.86
H: -19.07 -0.39 13.04
H: -19.68 -1.05 11.61
H: -19.86 -3.69 11.55
H: -18.12 -3.75 11.98
H: -20.23 -4.46 14.10
H: -18.53 -5.49 15.30
H: -17.84 -4.08 14.55
H: -17.51 -5.66 13.90
H: -20.55 -6.39 13.28
H: -20.32 -5.68 11.87
C: -22.67 -8.36 13.89
O: -21.39 -8.77 13.46
C: -20.86 -9.92 14.11
C: -20.43 -9.56 15.57
C: -19.67 -8.26 15.85
N: -19.43 -10.60 15.98
H: -23.28 -9.16 13.47
H: -23.10 -7.48 13.41
H: -22.87 -8.37 14.96
H: -21.59 -10.72 14.22
H: -20.07 -10.22 13.41
H: -21.25 -9.74 16.27
H: -19.13 -8.11 16.79
H: -20.24 -7.36 15.64
H: -18.84 -8.19 15.15
H: -18.70 -10.75 15.29
H: -19.86 -11.51 15.92
C: -26.55 -5.30 9.19
O: -25.50 -5.77 10.00
C: -24.24 -5.14 9.69
C: -23.19 -5.61 10.77
C: -23.56 -4.77 12.04
N: -21.88 -5.31 10.31
H: -26.32 -5.16 8.14
H: -26.92 -4.37 9.64
H: -27.32 -6.07 9.14
H: -23.90 -5.49 8.71
H: -24.34 -4.06 9.74
H: -23.22 -6.70 10.83
H: -23.18 -3.75 12.03
H: -23.01 -5.17 12.89
H: -24.60 -4.93 12.34
H: -21.60 -4.35 10.42
H: -21.95 -5.60 9.35
C: -22.64 -0.30 13.38
O: -22.95 0.13 12.01
C: -23.50 1.45 11.85
C: -23.37 2.00 10.35
C: -21.99 2.56 10.14
N: -24.36 3.03 10.02
H: -22.33 -1.34 13.46
H: -23.40 -0.22 14.15
H: -21.82 0.25 13.85
H: -24.54 1.50 12.16
H: -23.17 2.25 12.51
H: -23.44 1.04 9.84
H: -21.79 2.83 9.11
H: -21.34 1.69 10.09
H: -21.51 3.22 10.86
H: -24.50 3.78 10.68
H: -23.92 3.54 9.27
N: -14.72 -3.19 12.75
C: -14.74 -2.43 11.73
N: -14.42 -3.04 10.59
O: -14.95 -1.25 11.75
H: -14.78 -4.19 12.62
H: -15.06 -2.70 13.57
H: -14.85 -3.96 10.52
H: -14.27 -2.44 9.79
O: -18.21 -8.04 12.01
H: -17.65 -7.54 11.41
H: -18.90 -7.43 12.26
O: -16.27 0.90 10.69
H: -15.61 0.26 10.99
H: -16.83 0.40 10.10
O: -15.04 -5.79 11.91
H: -14.30 -6.37 11.73
H: -15.80 -6.24 11.51
O: -21.58 -5.55 16.49
H: -21.57 -4.61 16.66
H: -21.19 -5.64 15.61

Computed properties:
SMILES string   COC[C@H](C)N.COC[C@H](C)N.COC[C@H](C)N.COC[C@H](C)N.COC[C@H](C)N.COC[C@H](C)N.NC(N)=O.O.O.O.O

These are the Löwdin partial charges, in e, on atoms 1 to 5: C -0.104; O -0.195; C -0.205; C -0.439; C -0.054

=====

Entry from the Open Molecules 2025 dataset: 18 unconnected molecules or ions with the total composition C25H80FN2O21S3 in a non-equilibrium geometry (ωB97M-V/def2-TZVPD).

Geometry (Å):
C: 5.90 0.78 -2.13
C: 5.47 -0.55 -1.51
S: 3.95 -0.38 -0.54
C: 2.96 -1.76 -1.15
N: 2.32 -1.48 -2.42
C: 2.09 -2.66 -3.25
C: 1.04 -3.68 -2.77
C: 1.32 -0.47 -2.41
N: 0.26 -0.71 -3.36
C: 0.29 -0.25 -4.47
S: 0.31 0.21 -5.95
C: 2.00 0.99 -2.75
O: 3.08 0.89 -3.30
O: 1.32 1.99 -2.48
S: 0.36 -0.12 -0.78
O: -0.88 0.48 -1.16
O: 1.07 0.67 0.18
F: -0.14 -1.51 -0.06
H: 6.98 0.91 -1.98
H: 5.75 0.76 -3.21
H: 5.37 1.63 -1.72
H: 5.26 -1.25 -2.32
H: 6.23 -0.98 -0.86
H: 2.31 -2.14 -0.36
H: 3.67 -2.57 -1.34
H: 3.06 -3.18 -3.26
H: 1.92 -2.38 -4.28
H: 0.50 -3.36 -1.89
H: 0.30 -3.82 -3.56
H: 1.50 -4.65 -2.63
C: 8.73 -0.93 0.54
O: 8.84 -1.91 -0.50
H: 8.23 -0.06 0.12
H: 8.15 -1.31 1.37
H: 9.73 -0.63 0.88
H: 9.28 -2.68 -0.13
C: -2.39 -1.30 2.56
O: -1.60 -0.28 3.16
H: -3.00 -1.76 3.33
H: -3.03 -0.87 1.79
H: -1.74 -2.06 2.11
H: -1.06 0.12 2.47
C: 0.01 1.71 6.08
O: 0.43 0.42 5.64
H: 0.84 2.18 6.59
H: -0.29 2.32 5.22
H: -0.83 1.62 6.77
H: -0.31 0.01 5.19
C: 2.94 4.51 -0.68
O: 3.47 3.28 -1.12
H: 3.73 5.06 -0.18
H: 2.57 5.10 -1.52
H: 2.11 4.35 0.03
H: 2.74 2.79 -1.57
C: -0.05 1.03 9.62
O: -0.67 2.31 9.50
H: 0.74 0.98 8.88
H: 0.37 0.90 10.61
H: -0.77 0.23 9.41
H: -1.38 2.36 10.15
C: 3.10 4.32 7.45
O: 3.15 3.22 8.36
H: 4.11 4.49 7.07
H: 2.44 4.10 6.61
H: 2.76 5.22 7.96
H: 2.26 3.08 8.69
C: -2.99 -3.84 -1.11
O: -1.58 -3.68 -1.15
H: -3.24 -4.76 -1.63
H: -3.34 -3.90 -0.08
H: -3.49 -3.01 -1.61
H: -1.36 -2.86 -0.70
C: -5.92 -2.82 -3.61
O: -5.90 -3.93 -2.69
H: -4.91 -2.67 -3.98
H: -6.58 -3.04 -4.45
H: -6.26 -1.91 -3.10
H: -6.80 -4.06 -2.37
C: -6.10 -2.19 -7.12
O: -5.45 -1.15 -6.41
H: -5.65 -3.14 -6.83
H: -7.17 -2.21 -6.87
H: -5.99 -2.06 -8.20
H: -5.87 -0.33 -6.67
C: -7.61 -2.49 -11.05
O: -6.80 -1.45 -10.51
H: -8.21 -2.90 -10.24
H: -8.29 -2.09 -11.82
H: -6.99 -3.28 -11.48
H: -6.28 -1.08 -11.22
C: -8.56 0.71 -5.12
O: -7.97 0.13 -6.28
H: -7.98 0.38 -4.26
H: -8.53 1.80 -5.17
H: -9.59 0.38 -5.00
H: -8.47 0.41 -7.04
C: -9.87 -4.94 -8.31
O: -9.88 -3.58 -8.76
H: -8.84 -5.26 -8.25
H: -10.34 -5.02 -7.33
H: -10.41 -5.58 -9.01
H: -10.79 -3.29 -8.82
C: 3.23 0.34 4.13
O: 3.86 -0.22 2.99
H: 3.82 0.07 5.01
H: 3.20 1.44 4.05
H: 2.22 -0.04 4.25
H: 3.33 0.01 2.21
C: 6.86 0.50 6.47
O: 7.48 -0.07 5.32
H: 7.46 0.23 7.34
H: 6.83 1.59 6.38
H: 5.85 0.11 6.59
H: 6.96 0.17 4.55
C: 0.34 3.95 2.48
O: 1.02 5.04 3.10
H: -0.19 3.41 3.26
H: -0.37 4.31 1.74
H: 1.05 3.27 2.00
H: 1.50 5.51 2.41
C: 8.58 3.87 4.73
O: 8.69 2.86 3.74
H: 8.11 4.74 4.27
H: 7.95 3.54 5.56
H: 9.56 4.15 5.12
H: 9.09 2.09 4.15
C: -3.66 2.07 5.17
O: -3.04 3.15 5.88
H: -3.17 1.15 5.48
H: -4.73 2.01 5.42
H: -3.54 2.19 4.10
H: -3.47 3.96 5.61

Computed properties:
Net charge   -1

These are the Löwdin partial charges, in e, on atoms 1 to 5: C -0.151; C -0.487; S 0.944; C -0.461; N -0.151

=====

Entry from the Open Molecules 2025 dataset: 15 unconnected molecules or ions with the total composition C25H80N8O15 in a non-equilibrium geometry (ωB97M-V/def2-TZVPD).

Geometry (Å):
C: 0.67 0.02 -0.07
O: -0.69 -0.08 0.30
H: 1.20 0.45 0.84
H: 0.80 0.76 -0.80
H: 1.22 -0.85 -0.43
H: -0.71 -0.56 1.13
C: 4.42 3.62 1.98
O: 3.41 2.61 2.05
H: 3.99 4.63 1.73
H: 5.00 3.36 1.09
H: 5.02 3.76 2.87
H: 2.87 2.81 1.29
C: -1.13 -3.96 -0.62
O: -2.29 -4.33 0.01
H: -0.80 -2.93 -0.35
H: -1.20 -4.03 -1.71
H: -0.37 -4.73 -0.41
H: -2.61 -5.08 -0.44
C: 1.47 -3.57 -2.54
O: 1.42 -3.20 -3.89
H: 2.49 -3.72 -2.18
H: 0.91 -4.48 -2.32
H: 1.15 -2.82 -1.81
H: 1.97 -3.78 -4.38
C: 1.21 -2.66 2.23
O: 0.86 -3.50 3.27
H: 2.24 -2.35 2.28
H: 0.59 -1.75 2.15
H: 1.06 -3.15 1.22
H: 0.13 -4.06 2.91
C: 1.51 0.17 3.88
O: 2.21 1.34 4.26
H: 1.05 0.29 2.89
H: 0.74 -0.16 4.59
H: 2.22 -0.67 3.84
H: 2.92 1.36 3.62
C: 4.37 -0.73 2.34
O: 3.69 -0.76 1.19
N: 4.68 0.40 2.87
N: 4.72 -1.79 3.02
H: 4.37 1.27 2.37
H: 5.41 0.47 3.57
H: 4.50 -2.69 2.62
H: 5.29 -1.75 3.85
C: 2.66 3.86 -0.65
O: 2.66 5.15 -0.39
N: 1.71 3.04 -0.20
N: 3.71 3.27 -1.17
H: 1.05 3.38 0.48
H: 1.75 2.02 -0.28
H: 4.60 3.77 -1.16
H: 3.65 2.24 -1.35
C: -3.23 2.28 0.25
O: -4.25 3.18 -0.15
N: -3.31 1.52 1.29
N: -2.02 2.26 -0.24
H: -4.28 1.55 1.68
H: -2.59 0.91 1.64
H: -1.83 2.74 -1.10
H: -1.41 1.50 0.01
C: -0.20 2.98 2.38
O: -0.80 1.76 2.69
N: 0.83 3.45 3.08
N: -0.42 3.67 1.30
H: 1.19 2.72 3.72
H: 1.27 4.36 2.95
H: -1.13 3.17 0.70
H: -0.18 4.65 1.09
C: 4.55 -1.29 -2.14
C: 3.78 0.04 -2.23
C: 2.46 -0.12 -3.05
O: 3.58 0.58 -1.16
H: 5.33 -1.25 -1.33
H: 4.97 -1.55 -3.06
H: 3.86 -2.04 -1.83
H: 4.54 0.62 -2.74
H: 1.75 -0.88 -2.67
H: 2.68 -0.41 -4.12
H: 1.82 0.77 -3.09
H: 3.57 -0.09 -0.48
C: -1.45 -1.18 -2.51
C: -1.58 -1.55 -3.99
C: -0.77 -0.66 -4.92
O: -1.27 -2.75 -4.22
H: -1.97 -0.19 -2.38
H: -0.36 -1.23 -2.30
H: -2.01 -1.86 -1.98
H: -2.66 -1.47 -4.26
H: -1.19 0.35 -4.93
H: -0.79 -0.91 -5.98
H: 0.25 -0.65 -4.67
H: -0.33 -2.86 -4.27
C: -0.46 2.35 -3.19
C: -0.87 3.76 -2.71
C: -2.37 3.94 -2.92
O: -0.59 4.01 -1.55
H: 0.18 1.89 -2.42
H: 0.00 2.30 -4.14
H: -1.27 1.69 -3.19
H: -0.33 4.56 -3.31
H: -3.03 3.87 -2.08
H: -2.69 3.21 -3.61
H: -2.58 4.91 -3.38
H: 0.33 3.70 -1.30
C: -4.32 -1.73 -0.37
C: -5.64 -1.08 0.03
C: -6.19 -1.55 1.43
O: -5.61 0.18 0.03
H: -4.17 -2.68 0.11
H: -3.46 -1.04 -0.21
H: -4.26 -1.86 -1.38
H: -6.36 -1.49 -0.69
H: -6.13 -2.61 1.36
H: -7.24 -1.21 1.55
H: -5.50 -1.29 2.23
H: -4.87 0.37 0.62
C: -3.48 -3.24 3.05
C: -2.70 -1.98 2.65
C: -2.11 -1.23 3.83
O: -1.77 -2.18 1.82
H: -4.27 -2.98 3.72
H: -2.82 -3.93 3.61
H: -3.83 -3.76 2.17
H: -3.46 -1.25 2.24
H: -1.32 -1.70 4.33
H: -2.92 -1.17 4.56
H: -1.91 -0.25 3.42
H: -2.23 -2.61 1.11

Computed properties:
Energy above the lowest of the compared OMol25 structures with the same formula, charge and spin   15.8 kcal/mol

These are the Löwdin partial charges, in e, on atoms 1 to 5: C -0.143; O -0.127; H 0.097; H 0.022; H 0.081

=====

Entry from the Open Molecules 2025 dataset: a molecular structure, C26H16Br2NO2STi (ωB97M-V/def2-TZVPD).

Geometry (Å):
Ti: 0.23 0.83 -0.12
Br: -2.27 1.81 0.58
C: -2.68 0.42 1.81
C: -3.82 0.50 2.56
C: -4.11 -0.55 3.46
C: -3.26 -1.61 3.56
C: -2.09 -1.70 2.77
C: -1.23 -2.82 2.87
C: -0.11 -2.90 2.09
C: 0.20 -1.86 1.19
C: -0.58 -0.73 1.05
C: -1.77 -0.66 1.86
H: -4.48 1.35 2.47
H: -5.00 -0.49 4.06
H: -3.48 -2.42 4.25
H: -1.48 -3.60 3.57
H: 0.54 -3.76 2.16
H: 1.09 -1.98 0.59
S: 4.49 -0.29 -0.45
C: 3.74 -1.29 -1.61
C: 2.39 -1.09 -1.68
C: 1.93 -0.11 -0.76
C: 2.98 0.41 -0.03
C: 2.81 1.46 0.97
C: 3.83 2.04 1.71
C: 3.52 3.03 2.63
C: 2.20 3.42 2.81
C: 1.23 2.81 2.04
N: 1.53 1.86 1.15
H: 4.34 -1.97 -2.20
H: 1.74 -1.62 -2.37
H: 4.86 1.73 1.56
H: 4.31 3.49 3.21
H: 1.92 4.19 3.52
H: 0.18 3.07 2.13
Br: -0.37 1.90 -6.04
C: -0.79 0.51 -4.85
C: -1.02 -0.75 -5.39
C: -1.32 -1.82 -4.58
C: -1.37 -1.66 -3.20
C: -1.13 -0.41 -2.67
C: -0.84 0.70 -3.46
C: -0.61 2.02 -2.82
O: -0.83 3.11 -3.25
O: -0.06 1.88 -1.57
H: -0.97 -0.87 -6.46
H: -1.50 -2.79 -5.02
H: -1.62 -2.49 -2.54
H: -1.24 -0.32 -1.58

Computed properties:
Net charge   +1
Energy above the lowest of the compared OMol25 structures with the same formula, charge and spin   24.2 kcal/mol

These are the Löwdin partial charges, in e, on atoms 1 to 5: Ti 1.026; Br 0.972; C -0.554; C -0.097; C -0.052

=====

| no. | electronic energy (Eh) | frontier orbital gap (eV) |
| --- | --- | --- |
| 1 | -2264.78430 | 8.93 |
| 2 | -3984.22143 | 6.82 |
| 3 | -2566.86664 | 8.59 |
| 4 | -7601.13500 | 7.23 |